(1)
44
Properties=species:S:1:pos:R:3 method="wB97M-V/def2-TZVPD" charge=+2 homo_energy_ev="-14.31 / -12.78" energy_ev=-77821.26805 e_above_lowest_ev=2.396 multiplicity=7
C 5.3412 2.0108 -3.0496
C 4.1162 1.1709 -2.8888
H 5.8705 1.7674 -3.9818
H 6.0012 1.8261 -2.1911
H 5.0385 3.0667 -3.0612
O 3.6110 0.3203 -3.5536
I 3.0411 1.7305 -0.8440
Eu 0.4191 0.6927 0.4086
P -1.1956 2.0142 -1.6219
C -2.7545 1.5098 -2.4239
C -1.9066 3.1514 -0.3484
H -2.3709 3.9743 -0.9073
H -1.1891 3.9850 -3.0507
H -1.1221 3.5446 0.3175
H 0.4802 3.5254 -2.5034
H -3.3849 0.9747 -1.7000
H -2.6558 2.6523 0.2839
C -0.4914 3.1552 -2.8669
H -3.2554 2.4228 -2.7820
H -0.3180 2.5890 -3.7942
H -2.5274 0.8386 -3.2624
P 1.8092 -1.8294 1.1416
C 1.2178 -3.5617 1.1003
C 3.5674 -2.1274 0.7212
H 2.3408 -0.6213 3.2033
H 2.5072 -2.3970 3.3980
H 0.8894 -1.6017 3.4140
C 1.8932 -1.5958 2.9669
H 4.1041 -1.1723 0.6405
H 4.0497 -2.7663 1.4766
H 1.8849 -4.2023 1.6967
H 1.2182 -3.8987 0.0579
H 3.6197 -2.6260 -0.2572
H 0.1956 -3.6284 1.4899
C -0.6159 -1.3077 -1.1288
O -1.3723 -2.1520 -1.3208
C -2.2676 -1.6062 2.5665
S -1.9989 0.1248 2.1663
O -1.9496 0.1844 0.6484
O -3.0368 0.9423 2.7338
O -0.5852 0.4559 2.5918
H -3.3194 -1.7591 2.8424
H -1.6120 -1.8030 3.4208
H -2.0013 -2.2481 1.7154

(2)
44
Properties=species:S:1:pos:R:3 method="wB97M-V/def2-TZVPD" charge=+2 homo_energy_ev="-15.52 / -15.55" energy_ev=-77823.66371 e_above_lowest_ev=0.000 multiplicity=7
C 0.0993 -0.0982 -4.5229
C 0.0721 -0.0675 -3.0563
H 0.1164 0.9550 -4.8899
H -0.7985 -0.6350 -4.8934
H 0.9994 -0.6519 -4.8610
O 0.0324 0.8784 -2.2855
I 0.0316 -2.8432 -2.1846
Eu 0.1419 -0.6671 -0.3301
P 3.1361 0.1398 -0.2344
C 3.8070 1.4106 0.8987
C 3.6742 -1.3507 0.6698
H 4.7625 -1.3902 0.7329
H 5.3042 -0.1869 -1.1762
H 3.3070 -2.2364 0.1429
H 4.0259 -0.4326 -2.4041
H 3.2576 1.3449 1.8402
H 3.2458 -1.3585 1.6774
C 4.3618 0.1951 -1.5689
H 4.8746 1.2634 1.0798
H 4.4902 1.2167 -1.9338
H 3.6483 2.4006 0.4647
P -2.8357 0.2683 -0.0265
C -3.6666 1.5591 0.9565
C -3.7313 0.4667 -1.6037
H -3.4793 -2.0603 0.0104
H -4.7580 -1.0114 0.7010
H -3.2930 -1.4240 1.6507
C -3.6744 -1.1940 0.6505
H -3.2901 -0.1806 -2.3747
H -4.7722 0.1695 -1.4218
H -4.7498 1.3716 0.9569
H -3.4661 2.5599 0.5518
H -3.7017 1.5082 -1.9537
H -3.2936 1.5216 1.9905
C -0.6629 2.0980 0.1978
O -0.5563 3.2392 0.3914
C -0.8843 -0.4686 3.9193
S 0.1942 -1.2390 2.6871
O 0.8963 -0.1058 1.9806
O 1.0562 -2.1562 3.4139
O -0.6806 -1.8764 1.6344
H -0.2800 -0.2931 4.8184
H -1.7278 -1.1170 4.2010
H -1.2330 0.4779 3.5031

(3)
40
Properties=species:S:1:pos:R:3 method="wB97M-V/def2-TZVPD" charge=+1 homo_energy_ev=-11.45 energy_ev=-28048.30391 e_above_lowest_ev=0.775
C -3.6478 -1.8067 -3.0758
C -2.2263 -2.2561 -3.5774
P -1.0077 -2.6029 -2.1702
C -1.9199 -3.8137 -1.0551
C -0.8366 -0.9450 -1.2988
C 0.0253 0.0972 -2.0649
C -0.3001 1.4734 -1.4176
N -0.2021 1.4755 0.0821
C -0.5057 0.2244 0.6649
N -1.0869 0.1823 1.8576
N -0.2301 -1.0615 0.0677
H -4.2636 -2.6414 -2.6947
H -4.2156 -1.3367 -3.9105
H -3.5893 -1.0181 -2.2905
H -2.2659 -3.1354 -4.2477
H -1.8126 -1.3834 -4.1335
H -1.6862 -3.6767 0.0187
H -1.6793 -4.8638 -1.3176
H -3.0243 -3.7070 -1.1519
H -1.8478 -0.4901 -1.1319
H -0.1780 0.1227 -3.1556
H 1.1092 -0.1001 -1.8995
H -1.3421 1.7612 -1.6901
H 0.3894 2.2535 -1.7967
H -0.9597 2.0905 0.3961
H -0.7741 -0.4686 2.5664
H -1.8390 0.8296 2.0509
H 0.7879 -1.1318 -0.0374
C 4.6998 1.7498 2.8552
O 5.6330 2.3024 3.3850
N 3.3970 2.1078 3.0063
C 2.3271 1.4017 2.3411
C 3.0761 3.2359 3.8644
H 4.8377 0.8843 2.1860
H 1.7865 2.0986 1.6969
H 1.6425 0.9962 3.0932
H 2.7186 0.5839 1.7346
H 3.5753 4.1308 3.4897
H 3.4354 3.0372 4.8753
H 2.0000 3.4001 3.8855

(4)
48
Properties=species:S:1:pos:R:3 method="wB97M-V/def2-TZVPD" homo_energy_ev="-5.88 / -5.87" energy_ev=-34855.10497
O 4.6573 2.1575 0.6788
H 4.3110 1.3714 1.1517
Sr 0.2580 0.1054 -0.1299
N 0.6752 2.2614 -0.7169
N -0.1752 1.1779 1.9015
N 0.2663 -1.1742 -1.9803
N -0.6090 -2.0385 0.6553
O 0.6629 2.4539 -1.9940
O 0.8828 -0.6422 -3.1815
O -1.3815 -2.0818 1.8601
O -0.6766 0.5112 2.8967
C 0.5074 2.2979 1.7961
C 0.9374 2.8387 0.4033
C -0.4529 -2.2544 -1.8445
C -1.0366 -2.6612 -0.4325
C 1.6861 4.0874 0.1275
H 2.6010 3.7876 -0.4126
H 1.8753 4.5920 1.0650
H 1.0103 4.6286 -0.5602
C 0.7627 2.9910 3.0749
H 1.3391 2.2816 3.6914
H -0.2432 3.1190 3.5068
H 1.2815 3.9250 2.8702
C -0.6726 -3.1155 -3.0411
C -1.8854 -3.8877 -0.3394
H 0.1076 -2.7881 -3.7472
H -1.6743 -2.8706 -3.4271
H -0.5506 -4.1517 -2.7053
H -2.4715 -3.7551 0.5819
H -1.1434 -4.6993 -0.2215
H -2.4961 -3.9837 -1.2512
H 1.4776 0.0680 -2.8277
H -1.0858 -1.2398 2.3247
C 2.1396 -1.0393 0.9965
H 3.2119 -0.8010 1.0198
H 1.7143 -1.7733 0.2690
H 1.5127 -0.9422 1.9135
O 3.9718 0.9220 -2.7256
H 4.4476 1.4435 -2.0499
H 3.4735 0.2662 -2.2158
N -3.9546 -0.5631 -0.7282
C -3.2258 -0.0653 0.3219
N -3.7446 -0.0316 1.5734
O -2.0464 0.3041 0.1237
H -4.9854 -0.5861 -0.7064
H -3.4240 -0.6064 -1.5846
H -3.0764 0.2271 2.2905
H -4.7589 -0.0662 1.7288

(5)
47
Properties=species:S:1:pos:R:3 method="wB97M-V/def2-TZVPD" charge=+4 homo_energy_ev=-21.32 energy_ev=-126607.67552 e_above_lowest_ev=0.216
Tc -0.5059 -0.9212 -0.4376
S -0.7327 -5.3118 -2.8641
As -1.4220 -3.5004 -2.0196
S -0.5890 -1.4910 -2.5409
S -1.3034 -2.9179 0.1036
S -2.8418 -4.6575 -3.0600
C 2.6631 -0.3455 2.6019
N 3.2837 -0.3744 1.2595
C 4.6278 0.2652 1.1881
C 2.7039 -0.8800 0.1914
N 1.2386 -0.8651 0.2296
N 3.3725 -1.3782 -0.8176
C 4.7423 -1.9338 -0.6223
C 2.8488 -1.4698 -2.1835
H 3.4529 -0.4815 3.3388
H 1.9748 -1.1803 2.7418
H 2.1917 0.6210 2.7921
H 4.5709 1.1770 1.7796
H 4.8648 0.5153 0.1585
H 5.3882 -0.3884 1.6113
H 1.0227 -0.5087 1.1787
H 4.8908 -2.1814 0.4245
H 5.5001 -1.2324 -0.9646
H 4.7962 -2.8417 -1.2192
H 2.2596 -0.5892 -2.4303
H 2.2802 -2.3893 -2.3135
H 3.6970 -1.4974 -2.8637
C -4.5023 -0.4203 0.0486
N -3.9548 0.9022 0.4123
C -4.8321 1.7121 1.3065
C -2.7591 1.2894 0.0873
O -1.8518 0.2570 -0.2534
N -2.2937 2.5046 0.0011
C -0.8602 2.8194 0.0734
C -3.1731 3.6558 -0.3557
H -5.5740 -0.3025 -0.0941
H -4.3335 -1.1309 0.8567
H -4.0730 -0.7672 -0.8874
H -5.1516 1.0578 2.1153
H -5.7020 2.0561 0.7512
H -4.2839 2.5532 1.7171
H -0.3495 2.1403 0.7537
H -0.7558 3.8220 0.4827
H -0.4132 2.8053 -0.9215
H -4.1622 3.3034 -0.6274
H -2.7197 4.1532 -1.2112
H -3.2304 4.3476 0.4821

(6)
42
Properties=species:S:1:pos:R:3 method="wB97M-V/def2-TZVPD" homo_energy_ev=-9.07 energy_ev=-32540.37667
C -2.4553 -2.3192 3.1104
B -2.9529 -1.9982 1.6139
N -4.2283 -1.3037 1.2995
C -2.0559 -2.4834 0.3675
C -1.0927 -1.3630 -0.1287
C -0.1000 -0.8349 0.9540
Cl -0.2824 0.9823 1.1527
H -1.6174 -3.0317 3.0552
H -3.3068 -2.7930 3.6415
H -2.1716 -1.4234 3.6817
H -4.8418 -1.4113 2.0994
H -4.0587 -0.3269 1.0955
H -1.5502 -3.4253 0.6346
H -2.7592 -2.7033 -0.4562
H -0.5219 -1.7676 -0.9732
H -1.7074 -0.5337 -0.5068
H -0.1878 -1.3257 1.9270
H 0.9100 -0.9649 0.5553
C -1.5857 6.3452 0.4115
O -1.5760 7.4912 0.0159
N -0.5617 5.4720 0.2784
C -0.6389 4.1114 0.7756
C 0.6508 5.9155 -0.3836
H -2.4582 5.9122 0.9267
H 0.1518 3.9503 1.5117
H -0.5078 3.4154 -0.0535
H -1.6038 3.9269 1.2448
H 1.0723 6.7656 0.1556
H 0.4168 6.2342 -1.4007
H 1.3773 5.1065 -0.4132
C 2.6825 -3.1622 -0.8547
O 1.4932 -3.0055 -0.6631
N 3.3002 -2.9917 -2.0431
C 4.7262 -3.1954 -2.2047
C 2.5061 -2.5914 -3.1915
H 3.3695 -3.4648 -0.0488
H 5.1904 -2.2683 -2.5475
H 4.9007 -3.9802 -2.9438
H 5.1805 -3.4909 -1.2606
H 2.0207 -1.6359 -2.9857
H 1.7327 -3.3379 -3.3795
H 3.1404 -2.4954 -4.0695